*1*
{"formula": "C5H7NS", "method": "the ωB97M-V functional and the def2-TZVPD basis", "species": ["C", "C", "C", "C", "C", "H", "H", "H", "H", "H", "H", "H", "N", "S"], "positions_angstrom": [[1.406, 0.362, 0.075], [-0.053, 0.077, 0.005], [-1.070, 1.210, -0.019], [-2.367, 0.738, -0.064], [-0.743, -1.128, 0.042], [2.056, -1.386, -0.816], [2.137, -1.414, 0.558], [1.639, 0.758, 0.990], [1.554, 1.168, -0.735], [-0.870, 2.393, -0.126], [-3.119, 1.311, -0.004], [-0.374, -2.236, 0.285], [2.250, -0.829, -0.148], [-2.447, -1.025, -0.043]], "smiles": "NCc1ccsc1", "homo_lumo_gap_ev": 9.64, "e_homo_ev": -8.79}

=====

*2*
{"formula": "C5H7NS", "method": "the ωB97M-V functional and the def2-TZVPD basis", "species": ["C", "C", "C", "C", "C", "H", "H", "H", "H", "H", "H", "H", "N", "S"], "positions_angstrom": [[0.281, -0.399, -0.334], [-1.172, -0.159, 0.113], [-1.183, 1.397, 0.158], [0.632, 0.236, 0.957], [-0.606, -0.474, 1.502], [-2.006, -0.730, -0.331], [-1.277, 1.864, -0.832], [-2.080, 1.781, 0.677], [0.697, 2.158, 0.203], [1.668, 0.086, 1.310], [-1.156, -0.082, 2.372], [-0.349, -1.554, 1.558], [0.090, 1.652, 0.867], [1.009, -1.168, -1.588]], "homo_lumo_gap_ev": 8.42, "e_homo_ev": -8.49}

=====

*2* is preferred energetically. Next in line: 5.2 kcal/mol higher.

=====

*1*
{"formula": "C4H10N2O2", "method": "the ωB97M-V functional and the def2-TZVPD basis", "species": ["N", "C", "C", "C", "O", "C", "N", "O", "H", "H", "H", "H", "H", "H", "H", "H", "H", "H"], "positions_angstrom": [[0.415, 2.133, 0.081], [0.179, 0.819, 0.511], [-1.031, 0.175, -0.247], [-1.653, -0.985, 0.489], [-0.577, -0.399, -1.486], [1.521, -0.068, 0.333], [1.505, -1.357, 0.002], [2.541, 0.462, 0.731], [0.497, 2.162, -0.933], [1.234, 2.529, 0.501], [-0.121, 0.759, 1.524], [-1.725, 0.948, -0.488], [-0.918, -1.557, 1.063], [-2.342, -0.688, 1.281], [-2.101, -1.676, -0.210], [-0.377, 0.222, -2.195], [0.671, -1.696, -0.457], [2.283, -1.783, -0.499]], "multiplicity": 2, "total_charge": 1, "homo_lumo_gap_ev": [11.76, 6.46], "e_homo_ev": [-15.44, -15.31]}

=====

*2*
{"formula": "C4H10N2O2", "method": "the ωB97M-V functional and the def2-TZVPD basis", "species": ["C", "O", "C", "C", "C", "N", "O", "N", "H", "H", "H", "H", "H", "H", "H", "H", "H", "H"], "positions_angstrom": [[-0.717, -1.233, -0.386], [-0.977, -1.581, -1.642], [-0.083, 0.131, -0.237], [0.252, 0.599, 1.167], [1.453, 1.324, 1.463], [1.808, 1.610, 2.747], [2.179, 1.772, 0.483], [-1.049, 1.025, -1.011], [-0.174, -2.001, 0.092], [-1.717, -1.132, 0.489], [-1.727, 1.126, -0.156], [0.740, 0.117, -0.966], [0.121, -0.163, 1.919], [-1.158, -2.827, -4.810], [1.177, 1.460, 3.525], [2.531, 2.267, 3.014], [-1.500, 0.394, -1.686], [-1.160, -2.888, -4.006]], "multiplicity": 2, "total_charge": 1, "homo_lumo_gap_ev": [5.75, 5.67], "e_homo_ev": [-14.93, -14.88]}

=====

*1* is preferred energetically. Next in line: 152.7 kcal/mol higher.

=====

*1*
{"formula": "C9H16N2O2", "method": "the ωB97M-V functional and the def2-TZVPD basis", "species": ["C", "C", "C", "C", "C", "C", "C", "C", "C", "N", "N", "O", "O", "H", "H", "H", "H", "H", "H", "H", "H", "H", "H", "H", "H", "H", "H", "H", "H"], "positions_angstrom": [[-1.808, -2.047, -0.777], [2.798, 1.100, 1.224], [3.182, -0.421, 1.212], [-0.965, 0.269, -1.275], [1.753, 1.364, 0.097], [0.563, -0.167, -1.454], [2.279, -0.961, 0.164], [-1.634, -0.696, -0.390], [-2.656, 0.803, 1.377], [1.484, -0.013, -0.463], [-1.791, -0.245, 0.893], [-2.716, -2.634, 0.079], [-1.423, -2.724, -1.712], [2.286, 1.285, 2.155], [3.676, 1.754, 1.081], [4.288, -0.504, 0.754], [3.148, -0.886, 2.174], [-0.932, 1.326, -1.028], [-1.232, 0.227, -2.320], [0.867, 1.861, 0.422], [2.160, 1.875, -0.782], [0.544, -1.204, -1.903], [0.986, 0.549, -2.239], [2.161, -1.982, -0.183], [-3.667, 0.426, 1.641], [-2.121, 1.226, 2.372], [-2.611, 1.654, 0.737], [-1.805, -0.983, 1.566], [-2.758, -3.591, -0.113]], "homo_lumo_gap_ev": [4.95, 7.91], "e_homo_ev": [-5.28, -7.18]}

=====

*2*
{"formula": "C9H16N2O2", "method": "the ωB97M-V functional and the def2-TZVPD basis", "species": ["C", "C", "C", "C", "C", "C", "C", "C", "C", "H", "H", "H", "H", "H", "H", "H", "H", "H", "H", "H", "H", "H", "H", "H", "H", "N", "N", "O", "O"], "positions_angstrom": [[-2.612, 0.340, -0.335], [-2.485, -0.880, -1.215], [-1.674, -1.932, -0.841], [-1.474, -0.870, 1.433], [2.266, -1.717, -0.722], [2.140, -0.620, 0.266], [1.209, 0.542, -0.405], [1.031, 1.711, 0.572], [0.197, 3.001, 0.107], [-2.054, 0.974, 1.586], [-3.158, -0.682, -2.086], [-1.640, -2.762, -1.491], [-0.698, -2.693, 0.834], [1.250, -2.120, -1.184], [2.732, -1.218, -1.507], [2.891, -2.496, -0.175], [3.197, -0.192, 0.432], [1.544, -1.056, 1.091], [1.886, 0.703, -1.284], [0.283, 0.192, -0.954], [2.101, 1.945, 0.986], [0.446, 1.306, 1.432], [-0.794, 2.506, -0.374], [-0.088, 3.636, 0.964], [0.854, 3.659, -0.454], [-2.199, 0.200, 0.958], [-1.108, -1.894, 0.418], [-2.973, 1.480, -0.672], [-1.069, -1.063, 2.619]], "smiles": "O=c1cc[nH]c(=O)[nH]1.CCCCC", "homo_lumo_gap_ev": 9.84, "e_homo_ev": -9.51}

=====

*3*
{"formula": "C9H16N2O2", "method": "the ωB97M-V functional and the def2-TZVPD basis", "species": ["C", "C", "C", "C", "C", "C", "C", "C", "C", "H", "H", "H", "H", "H", "H", "H", "H", "H", "H", "H", "H", "H", "H", "H", "H", "N", "N", "O", "O"], "positions_angstrom": [[-1.858, -1.781, -1.446], [-2.905, -1.751, -0.551], [-3.601, -0.505, -0.409], [-1.992, 0.707, -1.732], [1.695, 0.479, 0.886], [2.315, -0.737, 1.779], [2.532, 1.628, 1.068], [0.302, 0.556, 1.115], [2.003, 0.014, -0.554], [-1.103, -0.476, -2.881], [-3.722, -2.831, -0.443], [-4.598, -0.488, 0.074], [-3.302, 1.604, -0.361], [3.526, -0.594, 1.605], [1.829, -0.475, 2.780], [2.000, -1.804, 1.421], [2.140, 2.617, 0.634], [2.804, 1.802, 2.203], [3.605, 1.562, 0.627], [-0.371, 1.183, 0.459], [-0.107, 0.775, 2.169], [-0.092, -0.500, 0.669], [1.487, -0.948, -0.830], [1.519, 0.697, -1.167], [3.019, -0.119, -0.698], [-1.554, -0.441, -1.996], [-2.970, 0.734, -0.631], [-0.940, -2.683, -1.541], [-1.664, 1.775, -2.249]], "homo_lumo_gap_ev": 9.10, "e_homo_ev": -9.63}

=====

*2* is preferred energetically. Next in line: 50.2 kcal/mol higher.

=====

*1*
{"formula": "C5H6O4P", "method": "the ωB97M-V functional and the def2-TZVPD basis", "species": ["C", "C", "C", "C", "C", "O", "O", "O", "O", "P", "H", "H", "H", "H", "H", "H"], "positions_angstrom": [[-2.674, -1.190, 0.193], [-1.274, -1.011, 0.400], [-3.081, -0.078, -0.366], [-1.019, 0.305, 0.221], [3.005, 1.262, -0.094], [2.076, -0.930, 1.210], [1.637, -0.760, -1.344], [-2.161, 0.878, -0.248], [-0.005, 1.097, 0.351], [1.875, -0.200, -0.041], [-3.262, -2.109, 0.060], [-0.409, -1.585, 0.643], [-4.045, 0.289, -0.795], [2.622, 1.778, 0.850], [3.951, 0.581, 0.035], [2.763, 1.673, -1.074]], "total_charge": -1, "homo_lumo_gap_ev": 7.29, "e_homo_ev": -3.37}

=====

*2*
{"formula": "C5H6O4P", "method": "the ωB97M-V functional and the def2-TZVPD basis", "species": ["C", "C", "C", "C", "C", "O", "O", "O", "O", "P", "H", "H", "H", "H", "H", "H"], "positions_angstrom": [[-2.022, 0.233, 0.379], [-0.714, 0.013, 0.199], [-2.970, 1.338, -0.059], [-0.237, -1.419, 0.057], [0.305, 1.115, -0.085], [-2.767, 2.517, -0.302], [-4.070, 0.720, -0.244], [-3.123, -1.827, -0.747], [-0.051, 2.405, 0.457], [-3.430, -1.011, 0.446], [0.772, -1.607, 0.300], [-0.659, -1.772, -0.876], [-0.806, -2.020, 0.794], [0.552, 1.170, -1.233], [1.183, 0.723, 0.362], [-0.970, 2.301, 0.299]], "total_charge": -1, "homo_lumo_gap_ev": 7.95, "e_homo_ev": -4.26}

=====

*1* is preferred energetically. Next in line: 7.6 kcal/mol higher.